[1]
{"formula": "C4H6FN2", "method": "ωB97M-V/def2-TZVPD", "symbols": ["H", "N", "C", "F", "N", "C", "C", "C", "H", "H", "H", "H", "H"], "positions_angstrom": [[-3.0082, 1.6484, 0.3903], [-2.0759, 1.2741, 0.0779], [-1.6992, 0.1190, -0.0580], [-2.3079, -1.0851, -0.0895], [-0.3438, -0.0541, -0.2763], [0.8172, 1.0051, -0.1033], [1.7119, -0.1291, 0.1893], [0.6095, -1.0975, -0.1379], [0.5863, 2.0999, -0.0212], [2.2286, -0.1634, 1.1643], [2.5139, -0.2534, -0.5998], [0.5091, -1.5599, -1.1749], [0.4586, -1.8041, 0.6392]], "atomic_forces_ev_per_a": [[1.1, -1.2, -0.8], [-1.8, 1.6, 1.1], [-1.0, -0.5, -0.6], [0.2, 1.0, 0.3], [5.8, 6.5, 1.5], [-6.6, -3.9, 0.4], [2.1, -0.1, -2.6], [-0.4, -1.9, -1.6], [0.6, -1.1, -0.3], [-0.5, 0.1, -0.2], [-0.3, 0.5, 0.9], [1.4, -0.2, 1.4], [-0.6, -0.8, 0.6]], "charge": 1, "smiles": "[H]/N=C(\\F)[N+]1=CCC1", "homo_lumo_gap_ev": [8.402, 8.403], "de_lowest_kcal_mol": 85.3}

---

[2]
{"formula": "C20H18HfN4O8S5", "method": "ωB97M-V/def2-TZVPD", "symbols": ["Hf", "C", "O", "C", "C", "C", "C", "C", "C", "O", "C", "O", "C", "H", "H", "H", "H", "H", "H", "H", "H", "H", "O", "C", "O", "C", "C", "N", "N", "C", "C", "O", "O", "H", "H", "H", "O", "C", "S", "C", "C", "S", "S", "S", "S", "C", "N", "C", "C", "N", "H", "H", "H", "H", "H", "H"], "positions_angstrom": [[0.7883, 0.7437, -0.2330], [-4.0644, -3.8460, -1.6771], [-2.9797, -4.5917, -1.1619], [-1.8239, -3.9561, -0.9285], [-0.8172, -4.7497, -0.3517], [0.3876, -4.1817, -0.0484], [0.6571, -2.8198, -0.2917], [1.8884, -2.2207, 0.1426], [3.0522, -3.0374, 0.6300], [2.0587, -0.9789, 0.1144], [-0.3527, -2.0440, -0.9306], [-0.1662, -0.7865, -1.2581], [-1.5933, -2.6254, -1.2251], [-4.9028, -4.5372, -1.7087], [-3.8474, -3.4831, -2.6855], [-4.3023, -3.0052, -1.0209], [-1.0234, -5.7879, -0.1456], [1.1450, -4.8004, 0.4092], [2.7527, -3.8596, 1.2728], [3.7365, -2.3796, 1.1610], [3.5709, -3.4593, -0.2332], [-2.3389, -1.9994, -1.6927], [-3.8682, 3.4902, -2.9084], [-3.1004, 3.0190, -3.8801], [-3.4581, 2.9890, -5.0281], [-1.7914, 2.4328, -3.4799], [-0.9072, 1.8431, -4.3728], [0.1337, 1.3900, -3.6614], [0.0079, 1.6755, -2.3651], [-1.1508, 2.3036, -2.2366], [-1.5163, 2.6856, -0.8465], [-2.5421, 3.2930, -0.5833], [-0.6246, 2.3054, 0.0055], [-3.4585, 3.3934, -2.0124], [-0.9707, 1.7257, -5.4394], [0.9672, 0.9295, -3.9871], [7.3928, 2.1537, 1.5803], [6.2441, 2.0095, 1.2765], [5.6554, 2.0006, -0.3986], [3.9557, 1.8253, -0.0182], [3.6137, 1.7777, 1.2828], [1.9905, 1.6077, 1.9181], [4.9162, 1.8771, 2.4494], [2.8157, 1.7752, -1.3497], [-0.8734, -0.4310, 1.7165], [-0.7740, 0.7565, 2.9450], [-1.0644, 2.0401, 2.8091], [-0.7144, 2.8029, 3.9967], [-0.0811, 1.7346, 4.9117], [-0.3640, 0.4974, 4.1922], [-1.2311, 2.4323, 1.8916], [-1.6083, 3.2496, 4.4387], [-0.0051, 3.5909, 3.7402], [-0.5300, 1.7208, 5.9051], [0.9991, 1.8750, 4.9983], [0.1169, -0.3656, 4.3726]], "atomic_forces_ev_per_a": [[0.1, 0.0, -0.2], [-0.2, 0.1, -0.1], [0.1, -0.2, 0.1], [0.1, 0.1, 0.0], [0.3, 0.1, 0.1], [-0.2, -0.2, 0.0], [0.0, 0.1, 0.0], [-0.1, 0.2, -0.1], [0.0, 0.1, 0.0], [0.1, -0.2, 0.1], [0.0, -0.2, 0.1], [0.1, 0.4, 0.2], [0.1, 0.0, -0.1], [0.0, 0.1, 0.0], [0.0, 0.0, 0.0], [0.0, 0.0, -0.1], [0.0, -0.1, 0.0], [0.0, 0.0, 0.0], [0.0, 0.0, 0.0], [0.0, 0.0, 0.0], [0.0, 0.0, 0.0], [0.0, 0.0, 0.0], [0.0, 0.0, 0.0], [-0.2, -0.4, 0.1], [0.1, 0.2, -0.1], [0.4, 0.0, -0.3], [-0.2, 0.0, 0.2], [0.0, 0.2, 0.2], [0.0, -0.2, 0.2], [0.0, 0.0, -0.2], [0.0, 0.1, -0.1], [0.1, -0.1, 0.0], [-0.2, 0.0, 0.4], [0.1, 0.2, 0.0], [0.0, 0.0, -0.1], [0.1, 0.0, 0.0], [0.2, -0.1, 0.1], [-0.2, 0.3, -0.1], [0.0, -0.1, 0.0], [-0.1, -0.1, 0.2], [0.0, -0.1, -0.1], [0.0, 0.1, -0.2], [0.0, -0.1, 0.0], [-0.2, 0.0, 0.1], [0.1, 0.1, -0.1], [0.1, -0.1, -0.2], [0.0, -0.3, 0.1], [0.0, 0.3, 0.1], [0.1, 0.1, 0.2], [-0.2, 0.1, -0.2], [0.0, 0.0, -0.1], [0.1, 0.0, 0.0], [-0.1, 0.0, 0.0], [0.0, 0.0, -0.1], [-0.1, 0.0, 0.0], [0.0, 0.0, 0.0]], "charge": 0, "homo_lumo_gap_ev": 6.676, "de_lowest_kcal_mol": 1.6}

---

[3]
{"formula": "C11H17N5O4", "method": "ωB97M-V/def2-TZVPD", "symbols": ["N", "C", "O", "C", "C", "C", "N", "C", "O", "N", "C", "C", "C", "C", "N", "C", "N", "C", "O", "O", "H", "H", "H", "H", "H", "H", "H", "H", "H", "H", "H", "H", "H", "H", "H", "H", "H"], "positions_angstrom": [[1.1455, -3.9645, -2.9506], [0.2112, -3.0305, -2.8500], [-0.1705, -2.3955, -3.8484], [-0.4387, -2.8899, -1.4479], [-0.1826, -1.5437, -0.7207], [1.2448, -1.2089, -0.4720], [1.9426, -2.3040, 0.0903], [1.3599, -0.0183, 0.4044], [1.7542, -0.1514, 1.5467], [0.8412, 1.1375, -0.0609], [0.6920, 2.3215, 0.8289], [-0.3639, 2.0195, 1.9559], [-1.6941, 1.7679, 1.2379], [-2.8296, 2.4354, 1.5054], [-3.7871, 1.8026, 0.8172], [-3.2170, 0.8699, 0.0178], [-1.9069, 0.7614, 0.2940], [2.0938, 2.7354, 1.2523], [3.1186, 2.2679, 0.8412], [2.0562, 3.9002, 1.9214], [1.7237, -4.0499, -2.0868], [1.6518, -3.9681, -3.7685], [-1.5473, -2.9852, -1.5229], [-0.0911, -3.6111, -0.7376], [-0.6027, -1.6928, 0.2787], [-0.6781, -0.6164, -1.2665], [1.6537, -0.8797, -1.3923], [1.4420, -2.5584, 0.9901], [2.8631, -1.9858, 0.2953], [0.3247, 1.0780, -0.8993], [0.4261, 3.1647, 0.1719], [-0.0643, 1.0932, 2.5294], [-0.4439, 2.8544, 2.6416], [-3.0349, 3.4252, 1.9380], [-4.7696, 2.1467, 0.7790], [-3.7253, 0.0706, -0.4898], [3.0025, 4.0020, 2.1767]], "atomic_forces_ev_per_a": [[1.2, -1.0, 3.6], [-2.4, 1.9, -0.9], [0.3, -0.6, 1.7], [-0.4, 1.3, -0.5], [-1.7, 1.1, -1.3], [0.1, 0.2, -0.6], [-0.9, -1.8, 0.7], [-1.2, 0.7, 1.3], [0.5, 0.3, 0.6], [0.8, 1.0, 1.1], [0.4, -1.6, -0.4], [0.2, -0.9, -1.5], [2.0, -0.4, 0.5], [-0.2, 1.6, 0.7], [-3.1, 0.4, -1.6], [1.6, -1.1, 1.3], [-1.6, 1.3, 0.8], [-0.2, 0.1, -1.1], [0.0, 0.0, 0.5], [1.0, -0.2, 1.0], [-0.7, -0.2, -1.0], [1.2, 0.0, -2.2], [0.8, -0.1, -0.3], [0.3, -0.9, 0.0], [-0.6, 0.4, -0.2], [0.7, -2.3, 1.3], [0.9, -0.2, -1.4], [1.2, 0.5, -1.3], [0.7, -0.1, 0.7], [-0.5, 0.3, -0.7], [-0.5, -0.3, 0.4], [-0.1, 1.1, -0.7], [-0.1, 0.1, 0.1], [0.3, -0.9, 0.2], [1.3, -0.7, -0.1], [-0.4, 0.3, -0.4], [-0.7, 0.5, -0.1]], "charge": 0, "smiles": "NC(=O)CC[C@H](N)C(=O)N[C@@H](Cc1c[nH]cn1)C(=O)O", "homo_lumo_gap_ev": 9.563, "de_lowest_kcal_mol": 43.0}

---

[4]
{"formula": "C14H19N4O4OsPS3", "method": "ωB97M-V/def2-TZVPD", "symbols": ["Os", "N", "C", "C", "C", "C", "C", "C", "S", "O", "O", "N", "C", "N", "C", "C", "C", "N", "H", "H", "H", "H", "H", "H", "H", "H", "H", "C", "C", "O", "P", "S", "S", "O", "C", "C", "H", "H", "H", "H", "H", "H", "H", "H", "H", "H"], "positions_angstrom": [[0.8466, 0.8838, -0.8392], [-3.5045, 3.4324, 4.8477], [-2.6365, 3.4326, 3.8015], [-1.5339, 4.3044, 3.7899], [-0.6418, 4.2879, 2.7457], [-0.8363, 3.3978, 1.6886], [-1.9242, 2.5229, 1.6813], [-2.8155, 2.5413, 2.7271], [0.3457, 3.3330, 0.4411], [0.9820, 4.5843, 0.2460], [-0.3039, 2.6892, -0.7596], [1.4374, 2.1210, 0.7870], [1.0224, 1.1694, 1.7176], [1.0386, 1.2317, 3.0252], [0.6350, 0.1186, 3.6430], [0.2474, -1.0398, 2.9745], [0.2435, -1.0231, 1.5938], [0.6034, 0.1107, 0.9951], [-3.4714, 4.1802, 5.5177], [-4.3818, 2.9505, 4.7645], [-1.3936, 4.9977, 4.6090], [0.2029, 4.9635, 2.7332], [-2.0827, 1.8573, 0.8426], [-3.6739, 1.8817, 2.7191], [0.6402, 0.1497, 4.7258], [-0.0392, -1.9272, 3.5177], [-0.0312, -1.8621, 0.9688], [0.1851, -5.1827, -2.5300], [-0.4940, -3.8990, -2.1296], [0.4736, -3.0061, -1.4784], [1.0549, -1.7607, -2.2384], [2.4385, -0.8972, -1.0833], [-0.3205, -0.2939, -2.5334], [1.5493, -2.3709, -3.5960], [2.1524, -1.5453, -4.6436], [2.6054, -2.4655, -5.7451], [-0.5537, -5.8603, -2.9593], [0.6327, -5.6671, -1.6633], [0.9591, -4.9984, -3.2729], [-1.2701, -4.0592, -1.3848], [-0.9351, -3.3830, -2.9836], [2.9844, -0.9987, -4.1981], [1.3964, -0.8370, -4.9823], [3.3492, -3.1719, -5.3798], [3.0543, -1.8742, -6.5430], [1.7633, -3.0181, -6.1597]], "atomic_forces_ev_per_a": [[-0.1, -0.7, 0.2], [0.0, 0.0, 0.0], [0.0, 0.0, 0.0], [0.0, 0.0, 0.0], [0.0, 0.0, 0.0], [0.0, 0.0, 0.0], [0.0, 0.0, 0.0], [0.0, 0.0, 0.0], [0.3, -0.3, 0.2], [0.0, 0.0, -0.1], [-0.1, -0.1, 0.1], [0.0, 0.4, 0.1], [-0.1, 0.1, -0.1], [0.0, 0.0, 0.0], [0.0, 0.0, 0.0], [0.0, 0.0, 0.0], [0.0, 0.0, 0.1], [-0.1, 0.3, -0.1], [0.0, 0.0, 0.0], [0.0, 0.0, 0.0], [0.0, 0.0, 0.0], [0.0, 0.0, 0.0], [0.0, 0.0, 0.0], [0.0, 0.0, 0.0], [0.0, 0.0, 0.0], [0.0, 0.0, 0.0], [0.0, 0.0, 0.0], [0.0, 0.0, 0.0], [0.0, 0.0, 0.0], [0.0, 0.1, 0.0], [-0.2, 0.0, -0.3], [0.0, 0.3, 0.0], [0.2, 0.0, -0.1], [0.1, -0.1, 0.0], [0.0, 0.0, 0.0], [0.0, 0.0, 0.0], [0.0, 0.0, 0.0], [0.0, 0.0, 0.0], [0.0, 0.0, 0.0], [0.0, 0.0, 0.0], [0.0, 0.0, 0.0], [0.0, 0.0, 0.0], [0.0, 0.0, 0.0], [0.0, 0.0, 0.0], [0.0, 0.0, 0.0], [0.0, 0.0, 0.0]], "charge": 1, "homo_lumo_gap_ev": [7.759, 6.769], "s_squared": 0.754, "spin_multiplicity": 2, "de_lowest_kcal_mol": 0.0}

---

[5]
{"formula": "C6H8N", "method": "ωB97M-V/def2-TZVPD", "symbols": ["C", "C", "C", "C", "C", "C", "N", "H", "H", "H", "H", "H", "H", "H", "H"], "positions_angstrom": [[-1.4124, 0.1065, -0.6225], [-0.8863, -1.2783, -0.4394], [1.0006, 0.9177, -0.3463], [-0.8943, -0.2439, 0.8357], [-0.4860, 1.0499, 0.0929], [0.4632, -1.5452, 0.2315], [1.4758, -0.4253, 0.1308], [-2.2659, 0.3107, -1.2395], [-1.6403, -2.0752, -0.4977], [1.1160, 0.9791, -1.4472], [1.6620, 1.6780, 0.1896], [-1.2483, -0.4952, 1.8686], [-0.9019, 2.0323, 0.4175], [2.3349, -0.5149, -0.2890], [1.6829, -0.4961, 1.1150]], "atomic_forces_ev_per_a": [[1.7, -0.9, 0.6], [2.5, 1.3, 0.5], [0.4, 1.7, 1.2], [-0.5, -0.3, 1.0], [0.5, -2.0, -0.5], [-3.5, 0.3, -1.3], [-3.2, 1.5, 0.8], [-0.9, 0.1, 0.7], [0.6, 0.2, 0.1], [0.0, -0.1, 0.8], [-0.9, -0.8, -1.0], [-0.3, 0.6, -1.5], [0.5, -1.0, -0.3], [2.5, -1.7, -1.8], [0.5, 1.0, 0.7]], "charge": 1, "homo_lumo_gap_ev": 10.250, "de_lowest_kcal_mol": 158.9}

---

[6]
{"formula": "C24H48Cu2O17S3", "method": "ωB97M-V/def2-TZVPD", "symbols": ["Cu", "Cu", "S", "O", "O", "O", "O", "C", "C", "C", "O", "C", "H", "H", "H", "H", "H", "H", "H", "H", "C", "C", "C", "O", "C", "H", "H", "H", "H", "H", "H", "H", "H", "C", "C", "C", "O", "C", "H", "H", "H", "H", "H", "H", "H", "H", "C", "C", "C", "O", "C", "H", "H", "H", "H", "H", "H", "H", "H", "C", "C", "C", "O", "C", "H", "H", "H", "H", "H", "H", "H", "H", "C", "C", "O", "S", "O", "O", "O", "H", "H", "H", "H", "C", "C", "O", "S", "O", "O", "O", "H", "H", "H", "H"], "positions_angstrom": [[-0.7980, 0.4054, 3.7669], [0.9952, -0.6293, -3.7447], [-0.0709, -0.1774, -0.0064], [0.4880, -1.2779, -0.7175], [0.7581, 0.4210, 1.0457], [-0.1413, 0.6847, -1.1647], [-1.3138, -0.4717, 0.7362], [6.6248, 0.1106, -2.1898], [6.6261, 1.3393, -3.0840], [5.1784, 1.4468, -3.6124], [4.3284, 0.5832, -2.8119], [5.1655, 0.1340, -1.7167], [7.3920, 0.0565, -1.4174], [6.7650, -0.7056, -2.8985], [7.4015, 1.2344, -3.8429], [6.7807, 2.2376, -2.4862], [5.0148, 1.2304, -4.6681], [4.9232, 2.4980, -3.4782], [4.9016, -0.7799, -1.1843], [5.0116, 0.8887, -0.9454], [-3.5747, -3.9697, -3.5088], [-4.3179, -2.6943, -3.7586], [-3.4278, -1.8715, -4.6366], [-2.1048, -2.4820, -4.6432], [-2.3822, -3.9577, -4.4247], [-4.1805, -4.8725, -3.5868], [-3.0617, -4.0123, -2.5480], [-4.5602, -2.2454, -2.7953], [-5.2959, -2.8087, -4.2262], [-3.2445, -0.8382, -4.3419], [-3.7116, -1.9262, -5.6876], [-1.4894, -4.4335, -4.0191], [-2.6815, -4.4400, -5.3552], [-0.0215, 4.4710, -6.8381], [-0.5845, 3.6391, -7.9279], [0.0097, 2.2727, -7.7665], [0.2612, 2.2018, -6.3660], [0.1847, 3.5017, -5.7355], [-0.6470, 5.3411, -6.6385], [0.9446, 4.7115, -7.2818], [-0.4084, 3.9685, -8.9519], [-1.6292, 3.7508, -7.6378], [1.0224, 2.1671, -8.1558], [-0.6099, 1.4448, -8.1111], [0.7278, 3.8617, -4.8617], [-0.7792, 3.4251, -5.2324], [-1.4758, -5.1528, 6.1848], [-0.4947, -5.5068, 5.0151], [-0.3820, -4.1918, 4.1998], [-0.9569, -3.1351, 5.0071], [-1.9556, -3.7209, 5.7975], [-1.1229, -5.2521, 7.2113], [-2.2646, -5.9013, 6.1102], [-0.8875, -6.2203, 4.2909], [0.4909, -5.8514, 5.3282], [-0.9398, -4.2687, 3.2665], [0.6428, -3.8538, 4.0463], [-2.8745, -3.8280, 5.2210], [-2.2451, -3.2498, 6.7368], [3.6831, 0.6237, 7.5632], [4.4882, 0.7214, 6.3611], [3.5698, 1.3296, 5.3102], [2.4655, 0.5801, 5.5997], [2.2629, 0.3543, 7.0620], [3.7544, 1.5518, 8.1304], [4.0939, -0.2508, 8.0678], [4.7067, -0.2841, 6.0015], [5.3346, 1.3687, 6.5909], [3.9614, 1.1084, 4.3174], [3.3948, 2.3889, 5.4984], [2.1282, -0.7263, 7.1095], [1.4340, 0.8929, 7.5214], [1.9391, 5.4917, 1.6647], [1.9940, 5.7050, 0.1372], [3.3256, 5.4706, -0.3146], [4.4011, 5.7599, 0.9241], [5.0943, 7.0114, 0.7435], [5.0804, 4.5043, 1.1950], [3.1658, 5.9931, 2.0706], [1.9555, 4.4257, 1.8919], [1.0771, 5.8501, 2.2273], [1.6633, 6.7305, -0.0270], [1.2244, 5.0837, -0.3209], [-7.5824, -2.7848, 1.9815], [-7.6381, -1.3758, 1.4927], [-8.8515, -1.2855, 0.7522], [-9.8801, -2.6133, 0.8207], [-9.9400, -3.4107, -0.4129], [-11.1633, -2.2171, 1.4620], [-8.8297, -3.4030, 1.8671], [-7.3104, -2.7891, 3.0370], [-6.7406, -3.2561, 1.4742], [-6.7364, -1.1689, 0.9162], [-7.5290, -0.6814, 2.3258]], "atomic_forces_ev_per_a": [[0.5, -0.5, -0.7], [-0.1, -0.2, 1.0], [-2.3, 1.9, 8.4], [1.8, -3.6, -2.3], [1.2, 0.1, -0.8], [-0.6, 2.1, -3.2], [-0.1, -0.3, -2.0], [-1.2, 0.0, -1.0], [0.2, 0.2, 0.2], [0.1, 0.3, 0.1], [0.8, -0.7, -0.3], [0.4, 0.5, 1.3], [-0.3, 0.2, 0.0], [0.0, -0.5, 0.4], [-0.2, 0.4, -0.1], [0.4, 0.0, -0.1], [0.2, -0.4, 0.0], [-0.6, 0.0, 0.1], [-0.7, -0.4, -0.9], [0.4, 0.3, 0.2], [1.2, -1.2, 0.9], [-1.3, 0.6, 0.8], [1.7, 0.1, -0.9], [-0.3, -1.9, 0.8], [-0.1, 1.3, -1.2], [0.1, 0.1, -0.2], [-0.8, 0.3, 0.6], [0.2, 0.4, -0.1], [0.1, -0.4, -0.2], [-0.4, 0.0, 0.1], [-0.6, 0.3, 0.0], [-0.1, 0.2, -0.1], [0.5, 0.3, -0.5], [2.3, 0.7, -1.5], [-1.7, 0.3, -0.9], [-1.0, 0.7, 0.6], [0.9, 0.2, 2.2], [-1.5, 0.2, -1.0], [0.4, -0.1, 0.3], [0.5, 1.0, 0.9], [-0.2, 0.4, 0.2], [-0.7, -1.3, -1.1], [0.5, 0.0, -0.5], [0.2, -0.3, 0.3], [1.3, -1.2, -0.1], [-1.1, -0.6, 0.3], [-0.1, -0.5, -1.4], [0.3, 0.9, -0.2], [0.2, 0.5, 1.0], [0.2, 0.3, 0.3], [-0.9, -2.0, 0.7], [0.6, 0.3, -0.3], [-0.4, 0.3, 0.1], [-0.2, -0.4, 0.5], [-0.1, 0.0, 0.2], [0.1, 0.1, -0.1], [0.0, -0.3, -0.4], [-0.2, 0.1, -0.3], [0.6, 1.0, -0.3], [-1.1, -0.1, 1.9], [1.7, 1.3, -1.8], [1.6, -0.1, 1.3], [-4.4, -0.9, -0.1], [1.9, -0.9, -1.7], [0.0, -0.3, 0.4], [-0.4, 0.4, 0.9], [0.7, 0.2, 0.0], [0.6, -0.5, -0.4], [-0.4, 0.2, -0.1], [0.1, 0.3, -0.3], [-0.7, 0.1, 0.1], [0.2, 0.3, -0.3], [0.5, -2.0, -1.2], [-1.8, 0.7, 1.0], [0.4, 0.2, 1.1], [-1.2, -0.5, 0.8], [-1.0, -2.0, 0.2], [-1.0, 2.2, -0.5], [2.8, 1.1, 0.0], [-0.1, -0.4, -0.2], [0.3, 0.9, -0.3], [0.5, 0.3, -0.4], [0.7, -0.4, -0.5], [1.4, -0.4, 1.2], [0.0, 0.3, 0.1], [-1.1, -0.2, -0.7], [-0.7, -0.4, 0.6], [0.5, 2.2, 2.5], [4.0, -1.0, -1.6], [-1.8, 0.2, -1.0], [-0.2, -0.1, 0.1], [-0.6, -0.9, -0.4], [-0.5, 0.0, -0.8], [-1.1, 0.3, 0.0]], "charge": 2, "homo_lumo_gap_ev": [5.141, 1.753], "s_squared": 2.014, "spin_multiplicity": 3, "de_lowest_kcal_mol": 286.0}

---

| no. | maximum force (eV/Å) |
| --- | --- |
| 1 | 8.8 |
| 2 | 0.5 |
| 3 | 3.9 |
| 4 | 0.7 |
| 5 | 3.7 |
| 6 | 8.9 |